Here is a cluster of 2 separate species, C3H8N2O in total at a distorted geometry from the OMol25 dataset. Energies are from ωB97M-V with the def2-TZVPD basis set.

Electronic energy in eV: -8265.5568
Orbital gap in eV: 9.05
E_HOMO in eV: -8.465
Energy above the lowest of the compared OMol25 structures with the same formula, charge and spin in kJ/mol: 363.7
Largest force on an atom in eV/A: 3.2
SMILES: [H]/N=C/N.CC=O
Charge: 0

Bonds (Å) are listed after each position.
Positions of all 14 atoms, in Å:
1 O 1.32125 -0.99492 -2.46539  C2 1.222
2 C 0.34314 -1.53401 -2.96256  O1 1.222, C3 1.539, H4 1.044
3 C -0.68511 -2.20344 -2.03360  C2 1.539, H5 1.137, H6 1.122, H7 1.172
4 H 0.33897 -1.89401 -3.94261  C2 1.044
5 H -0.55868 -3.32982 -1.93801  C3 1.137
6 H -0.26725 -1.67403 -1.13740  C3 1.122
7 H -1.82023 -1.93031 -1.92732  C3 1.172
8 N -0.32228 0.57239 2.95643  C9 1.420, H11 1.009, H12 1.029
9 C 0.13750 1.79209 2.39241  N8 1.420, N10 1.277, H13 1.047
10 N -0.62589 2.77696 2.11159  C9 1.277, H14 1.062
11 H 0.23700 -0.20501 2.63779  N8 1.009
12 H -1.34349 0.45912 3.01835  N8 1.029
13 H 1.13514 1.86891 2.08435  C9 1.047
14 H -0.42734 2.89123 1.07432  N10 1.062

These are the natural (NBO) partial charges, in e, on atoms 1 to 8: O -0.508; C 0.434; C -0.766; H 0.116; H 0.244; H 0.236; H 0.244; N -0.832